1.
A structure of composition C31H52BrN5P2Pt. Source: the OMol25 dataset; level of theory: ωB97M-V/def2-TZVPD.

```
! RIJCOSX wB97M-V def2-TZVPD def2/J DEFGRID3
* xyz 4 5
N 4.15 1.42 -10.68
C 3.46 0.30 -10.38
C 3.04 -0.03 -9.09
C 3.32 0.83 -8.01
C 4.04 2.01 -8.33
C 4.42 2.24 -9.65
C 2.87 0.48 -6.67
Pt 0.00 0.00 0.00
P -4.96 3.10 2.52
C 2.10 1.25 -5.85
C 1.64 0.92 -4.50
C 1.04 1.93 -3.71
C 0.57 1.67 -2.42
C 0.68 0.39 -1.85
C 1.28 -0.63 -2.64
C 1.74 -0.37 -3.93
Br -0.86 -0.50 2.34
H 3.20 -0.51 -6.31
H 1.78 2.23 -6.21
H 2.48 -0.96 -8.92
H 4.30 2.73 -7.55
H 3.24 -0.37 -11.23
H 4.98 3.16 -9.90
H 0.94 2.94 -4.13
H 2.20 -1.18 -4.50
H 0.12 2.49 -1.85
H 1.38 -1.64 -2.23
P 1.43 1.61 0.90
C -5.29 2.06 0.99
C -6.66 2.32 0.35
H -5.16 0.99 1.23
H -4.49 2.32 0.27
H -7.00 1.45 -0.23
H -7.43 2.52 1.12
H -6.63 3.20 -0.32
C -3.90 4.41 1.70
C -3.87 5.76 2.45
H -4.32 4.56 0.69
H -2.87 4.02 1.57
H -3.56 6.57 1.77
H -4.86 6.01 2.86
H -3.15 5.74 3.29
C -3.65 2.02 3.33
C -4.15 1.23 4.54
H -2.77 2.65 3.59
H -3.31 1.32 2.54
H -3.31 0.96 5.21
H -4.88 1.80 5.14
H -4.65 0.29 4.22
C 1.94 1.15 2.63
C 3.43 1.21 3.00
H 1.57 0.12 2.74
H 1.33 1.79 3.29
H 4.00 0.44 2.47
H 3.88 2.19 2.79
H 3.54 1.02 4.08
C 0.77 3.35 0.98
C 1.35 4.41 0.04
H 0.91 3.65 2.03
H -0.33 3.25 0.86
H 2.24 4.89 0.48
H 1.64 4.00 -0.94
H 0.60 5.20 -0.14
C 2.95 1.65 -0.17
C 3.67 0.34 -0.52
H 3.64 2.33 0.37
H 2.63 2.21 -1.07
H 4.09 0.37 -1.54
H 4.48 0.11 0.19
H 2.95 -0.50 -0.48
C 0.90 -3.20 -0.77
N 0.35 -2.25 0.27
C 1.16 -2.57 1.51
N 1.07 -3.98 1.91
C 1.64 -4.83 0.85
N 0.87 -4.63 -0.38
C -0.52 -5.06 -0.15
N -1.10 -4.21 0.89
C -1.07 -2.81 0.43
C -0.34 -4.34 2.14
H 1.98 -2.99 -0.94
H 0.29 -3.17 -1.71
H 0.99 -2.01 2.42
H 2.22 -2.30 1.31
H 1.62 -5.90 1.16
H 2.71 -4.57 0.68
H -1.11 -4.98 -1.09
H -0.56 -6.13 0.16
H -1.78 -2.28 1.05
H -1.61 -2.71 -0.54
H -0.41 -5.39 2.51
H -0.78 -3.70 2.93
*
```

Output
HOMO level (alpha / beta): -17.326 / -17.236 eV
⟨S²⟩: 6.0649
Energy relative to the best compared isomer or geometry (same formula, charge and spin): 0.000 eV

***

2.
A cluster of 6 separate species, C31H52I2O11Si in total. Source: the OMol25 dataset; level of theory: ωB97M-V/def2-TZVPD.

```
! RIJCOSX wB97M-V def2-TZVPD def2/J DEFGRID3
* xyz 0 1
C 6.03 -2.22 -0.87
O 6.02 -0.91 -0.34
C 4.73 -0.40 -0.02
C 4.08 0.35 -1.19
C 2.63 -0.06 -1.50
C 1.55 0.83 -0.87
C 0.35 1.05 -1.78
C -0.79 1.81 -1.10
C -2.17 1.62 -1.78
Si -3.43 0.80 -0.67
C -3.44 -1.09 -0.75
I -2.12 -2.04 -2.09
C -4.18 -1.90 -0.01
C -4.18 -3.41 0.00
I -5.52 -1.05 1.37
H 5.22 -2.82 -0.46
H 6.98 -2.68 -0.60
H 5.95 -2.22 -1.96
H 4.08 -1.22 0.30
H 4.88 0.25 0.84
H 4.11 1.42 -0.98
H 4.71 0.18 -2.07
H 2.49 -1.09 -1.16
H 2.48 -0.08 -2.59
H 1.19 0.37 0.06
H 1.99 1.80 -0.59
H -0.01 0.08 -2.13
H 0.66 1.60 -2.68
H -0.83 1.52 -0.05
H -0.54 2.88 -1.10
H -2.61 2.59 -2.02
H -2.05 1.09 -2.73
H -4.81 1.26 -0.88
H -3.06 1.13 0.73
H -4.85 -3.81 0.76
H -3.18 -3.79 0.20
H -4.50 -3.78 -0.97
O 4.73 1.18 2.89
C 5.82 1.62 3.09
O 6.23 2.02 4.32
C 7.55 2.60 4.26
C 8.17 2.02 2.99
C 6.95 1.85 2.09
H 7.44 3.68 4.21
H 8.07 2.32 5.17
H 8.94 2.67 2.57
H 8.61 1.05 3.20
H 6.71 2.75 1.52
H 7.01 1.01 1.40
O -4.99 3.11 -3.07
C -5.71 2.35 -3.65
O -5.83 1.05 -3.28
C -6.67 0.34 -4.21
C -7.53 1.41 -4.87
C -6.58 2.61 -4.86
H -6.03 -0.18 -4.92
H -7.24 -0.40 -3.65
H -7.87 1.11 -5.86
H -8.40 1.62 -4.25
H -5.93 2.63 -5.74
H -7.07 3.57 -4.76
O -8.30 -0.83 -7.33
C -8.09 -1.98 -7.08
O -7.19 -2.37 -6.15
C -7.07 -3.80 -6.12
C -8.37 -4.32 -6.73
C -8.72 -3.21 -7.72
H -6.19 -4.08 -6.72
H -6.90 -4.11 -5.09
H -8.26 -5.31 -7.18
H -9.13 -4.39 -5.95
H -8.25 -3.36 -8.69
H -9.78 -3.06 -7.86
O 0.75 -5.21 2.57
C 0.34 -4.09 2.42
O -0.83 -3.83 1.80
C -1.03 -2.41 1.67
C -0.16 -1.78 2.75
C 0.99 -2.78 2.84
H -0.72 -2.11 0.66
H -2.09 -2.21 1.77
H 0.14 -0.77 2.51
H -0.71 -1.76 3.70
H 1.79 -2.56 2.12
H 1.43 -2.88 3.83
O 8.50 3.55 9.25
C 7.39 3.42 8.82
O 7.01 2.32 8.13
C 5.66 2.48 7.63
C 5.02 3.53 8.54
C 6.23 4.39 8.91
H 5.72 2.81 6.60
H 5.17 1.51 7.67
H 4.21 4.06 8.06
H 4.63 3.05 9.44
H 6.40 5.19 8.18
H 6.18 4.84 9.90
*
```

Output
HOMO level: -8.727 eV
Energy relative to the best compared isomer or geometry (same formula, charge and spin): 0.000 eV

***

3.
A structure of composition C31H52IN7Ti. Source: the OMol25 dataset; level of theory: ωB97M-V/def2-TZVPD.

```
! RIJCOSX wB97M-V def2-TZVPD def2/J DEFGRID3
* xyz 3 2
Ti 0.78 1.04 -0.06
N 3.48 5.27 -0.06
C 2.74 4.13 0.64
C 3.74 3.34 1.47
C 3.07 2.29 2.36
N 2.60 1.12 1.55
C 1.94 2.91 3.17
C 0.92 3.68 2.35
N 0.09 2.76 1.53
C 1.62 4.73 1.48
H 4.23 4.92 -0.66
H 3.91 5.90 0.62
H 2.85 5.83 -0.64
H 2.34 3.54 -0.18
H 4.26 4.04 2.15
H 4.51 2.89 0.84
H 3.84 1.94 3.05
H 2.36 0.38 2.21
H 3.41 0.76 1.06
H 2.39 3.60 3.89
H 1.45 2.15 3.79
H 0.27 4.23 3.03
H -0.57 3.31 0.98
H -0.50 2.24 2.17
H 2.04 5.48 2.15
H 0.89 5.25 0.84
C -1.40 -4.83 3.45
C -2.05 -3.48 3.76
C -3.53 -3.49 3.35
C -1.95 -3.21 5.26
C -1.34 -2.40 2.95
C -0.73 -1.29 3.52
C -0.13 -0.35 2.70
N -0.09 -0.44 1.36
C -0.68 -1.52 0.80
C -1.30 -2.49 1.55
C -0.61 -1.59 -0.69
C -1.26 -2.56 -1.42
C -1.17 -2.57 -2.82
C -0.38 -1.58 -3.40
C 0.24 -0.65 -2.61
N 0.14 -0.63 -1.27
C -1.89 -3.60 -3.68
C -2.84 -2.86 -4.62
C -0.83 -4.36 -4.50
C -2.68 -4.60 -2.84
H -1.89 -5.61 4.04
H -0.34 -4.84 3.70
H -1.51 -5.11 2.40
H -4.06 -4.25 3.92
H -3.66 -3.73 2.29
H -4.01 -2.53 3.55
H -2.45 -4.01 5.80
H -2.44 -2.27 5.54
H -0.91 -3.19 5.61
H -0.71 -1.14 4.58
H 0.34 0.52 3.13
H -1.75 -3.34 1.07
H -1.86 -3.30 -0.93
H -0.26 -1.52 -4.47
H 0.86 0.13 -3.05
H -2.32 -2.17 -5.28
H -3.60 -2.30 -4.07
H -3.36 -3.58 -5.25
H -0.27 -3.70 -5.16
H -1.32 -5.11 -5.12
H -0.12 -4.88 -3.85
H -3.47 -4.12 -2.26
H -2.05 -5.18 -2.17
H -3.17 -5.31 -3.51
I 5.22 2.59 -4.21
C 4.15 1.50 -2.88
C 4.35 0.19 -2.47
N 3.41 -0.10 -1.56
N 2.57 0.94 -1.35
C 3.03 1.91 -2.15
H 5.08 -0.54 -2.76
H 3.22 -0.98 -1.12
H 2.48 2.84 -2.21
C -2.47 1.41 -0.92
C -1.71 2.71 -1.17
C -2.26 3.42 -2.41
C -0.19 2.48 -1.29
H -3.54 1.59 -0.83
H -2.16 0.91 0.00
H -2.32 0.70 -1.74
H -1.91 3.37 -0.32
H -2.13 2.79 -3.29
H -1.74 4.37 -2.59
H -3.32 3.64 -2.31
H 0.34 3.45 -1.22
H 0.02 2.11 -2.31
*
```

Output
HOMO level (alpha / beta): -16.063 / -16.357 eV
⟨S²⟩: 0.7576

***

4.
An isolated molecule of C31H52N2O5S. Source: the OMol25 dataset; level of theory: ωB97M-V/def2-TZVPD.

```
! RIJCOSX wB97M-V def2-TZVPD def2/J DEFGRID3
* xyz 0 1
C 3.38 3.73 0.05
C 2.39 3.05 -0.48
C 2.50 1.86 -1.41
C 2.63 2.50 -2.82
H 2.84 1.74 -3.58
H 3.40 3.26 -2.84
H 1.70 2.99 -3.10
C 1.12 1.11 -1.52
H 0.42 1.89 -1.84
H 1.21 0.44 -2.39
C 0.32 0.30 -0.44
H -0.46 0.93 -0.01
C 1.22 -0.31 0.64
C 1.56 0.92 1.51
H 2.02 1.72 0.95
H 2.15 0.68 2.38
H 0.60 1.30 1.86
C 0.76 -1.38 1.65
C -0.20 -0.91 2.75
H -1.01 -0.32 2.32
H -0.63 -1.78 3.24
H 0.30 -0.31 3.50
H 0.23 -2.16 1.10
C 2.06 -1.99 2.26
H 2.09 -3.05 1.98
H 1.97 -1.98 3.35
C 3.45 -1.37 1.93
H 3.64 -0.51 2.56
H 4.20 -2.12 2.21
C 3.66 -0.99 0.44
C 2.28 -1.08 -0.18
C 2.07 -2.55 -0.48
O 1.04 -3.12 -0.74
C 3.43 -3.21 -0.53
C 4.44 -2.08 -0.30
H 5.32 -2.42 0.26
H 4.79 -1.71 -1.27
H 3.57 -3.74 -1.47
H 3.48 -3.96 0.27
H 2.32 -0.70 -1.19
C 4.23 0.43 0.19
H 3.86 1.11 0.95
C 5.76 0.41 0.39
H 6.15 1.42 0.43
H 6.26 -0.11 -0.42
H 5.98 -0.09 1.33
C 3.85 1.02 -1.21
O 4.96 1.83 -1.58
H 4.92 2.01 -2.52
H 3.81 0.19 -1.93
O -0.33 -0.78 -1.14
C -1.39 -0.52 -1.89
O -1.90 0.56 -2.04
C -1.85 -1.80 -2.56
H -1.17 -2.62 -2.32
H -1.90 -1.64 -3.63
S -3.56 -2.27 -2.12
C -3.47 -2.84 -0.36
C -2.40 -3.92 -0.20
H -1.40 -3.54 -0.36
H -2.45 -4.33 0.81
H -2.59 -4.73 -0.90
C -4.85 -3.42 -0.08
H -5.07 -4.22 -0.78
H -4.90 -3.81 0.93
H -5.62 -2.66 -0.19
C -3.17 -1.66 0.57
N -3.89 -0.47 0.20
C -3.39 0.76 0.38
O -2.38 0.96 1.04
C -4.18 1.90 -0.26
N -3.31 3.02 -0.60
H -2.71 3.20 0.20
H -2.71 2.73 -1.36
C -5.32 2.34 0.68
C -4.78 2.99 1.96
H -4.03 2.35 2.42
H -4.33 3.95 1.72
H -5.59 3.15 2.66
C -6.24 3.31 -0.06
H -7.02 3.68 0.61
H -5.66 4.14 -0.43
H -6.72 2.81 -0.90
H -5.88 1.44 0.95
H -4.62 1.53 -1.19
H -4.66 -0.59 -0.45
H -3.43 -1.95 1.60
H -2.10 -1.42 0.56
H 1.37 3.41 -0.36
H 4.41 3.44 -0.06
H 3.20 4.61 0.65
*
```

Output
HOMO level: -8.848 eV
Energy relative to the best compared isomer or geometry (same formula, charge and spin): 0.149 eV

***

5.
A structure of composition C31H53AuBN6O3. Source: the OMol25 dataset; level of theory: ωB97M-V/def2-TZVPD.

```
! RIJCOSX wB97M-V def2-TZVPD def2/J DEFGRID3
* xyz 1 1
Au -0.45 2.02 0.42
C -1.30 2.65 3.69
C -1.79 1.24 3.95
C -3.30 1.13 3.69
C -1.04 0.18 3.20
C -0.59 -1.05 3.68
C 0.10 -1.64 2.64
C 1.04 -2.82 2.86
C 0.95 -4.04 1.95
C 2.47 -2.27 2.94
N 0.02 -0.81 1.57
N -0.66 0.32 1.94
B 0.64 -0.92 0.14
N -0.41 -0.63 -1.06
N -0.33 0.62 -1.65
C -0.68 0.48 -2.91
C -1.01 -0.86 -3.19
C -0.85 -1.53 -2.00
C -1.21 -2.97 -1.74
C -1.65 -3.25 -0.30
C -0.12 -3.94 -2.19
C -0.69 1.65 -3.86
C -0.29 2.95 -3.17
C 0.22 1.36 -5.05
N 1.82 0.09 -0.01
N 1.67 1.38 0.40
C 2.80 2.03 0.18
C 3.72 1.15 -0.39
C 3.07 -0.06 -0.53
C 3.63 -1.26 -1.25
C 2.78 -1.58 -2.48
C 3.89 -2.49 -0.40
C 3.03 3.47 0.55
C 1.76 4.30 0.69
C 3.87 3.55 1.83
H -1.77 3.35 4.38
H -1.54 2.99 2.68
H -0.22 2.73 3.82
H -1.62 1.02 5.01
H -3.51 1.39 2.65
H -3.86 1.81 4.33
H -3.66 0.11 3.86
H -0.69 -1.44 4.68
H 0.77 -3.17 3.86
H 1.30 -3.85 0.94
H -0.07 -4.43 1.90
H 1.57 -4.83 2.37
H 2.76 -1.82 1.99
H 3.17 -3.07 3.16
H 2.55 -1.51 3.71
H 1.06 -2.02 0.01
H -1.36 -1.28 -4.12
H -2.09 -3.14 -2.37
H -0.80 -3.30 0.37
H -2.18 -4.20 -0.25
H -2.32 -2.48 0.08
H 0.77 -3.84 -1.58
H 0.16 -3.77 -3.23
H -0.47 -4.97 -2.10
H -1.72 1.76 -4.24
H 0.71 2.87 -2.74
H -0.98 3.23 -2.37
H -0.29 3.77 -3.90
H 1.25 1.25 -4.71
H 0.18 2.17 -5.77
H -0.07 0.44 -5.56
H 4.74 1.37 -0.69
H 4.60 -0.91 -1.62
H 1.79 -1.93 -2.20
H 3.25 -2.36 -3.08
H 2.65 -0.70 -3.12
H 2.97 -2.97 -0.07
H 4.49 -2.25 0.48
H 4.45 -3.23 -0.99
H 3.62 3.90 -0.27
H 1.17 3.97 1.55
H 1.14 4.27 -0.21
H 2.02 5.35 0.87
H 3.32 3.11 2.66
H 4.11 4.58 2.07
H 4.81 3.00 1.72
C -3.89 0.35 -1.92
C -3.92 0.29 -0.44
C -5.20 0.03 0.28
O -2.91 -0.13 0.19
C -3.72 3.09 -0.12
O -4.82 3.26 -0.45
O -2.61 3.10 0.22
H -3.94 -0.69 -2.25
H -2.96 0.77 -2.29
H -4.74 0.90 -2.32
H -5.42 -1.02 0.08
H -6.02 0.64 -0.10
H -5.09 0.16 1.35
H -2.02 -0.17 -0.30
*
```

Output
HOMO level: -10.602 eV

***

Result set for maximum force: 5.648; 0.344; 0.597; 0.663; 3.364 eV/Å, one per record in the order listed.
Result set for DFT total energy: -132263.2260; -79592.1515; -74617.1889; -57044.0467; -52455.0405 eV, one per record in the order listed.